No. 1
Density functional theory data (ωB97M-V/def2-TZVPD) for a cluster of 2 separate species, C4H14N2 in total.

Its SMILES is CNC.CNC. As for the spin multiplicity: 1.

Each line ends with the Mulliken charge.
Element x y z (Å)
C 2.152 -0.914 0.412  -0.8853
N 1.150 -1.420 -0.522  -0.3694
C 1.282 -0.794 -1.833  -0.8851
H 1.943 0.152 0.602  0.2856
H 3.184 -1.009 0.035  0.3465
H 2.074 -1.463 1.365  0.3045
H 1.274 -2.436 -0.624  0.2641
H 2.296 -0.886 -2.259  0.3466
H 0.564 -1.255 -2.533  0.3045
H 1.038 0.277 -1.734  0.2855
C -2.210 1.122 -0.378  -0.8817
N -1.017 0.944 0.444  -0.2528
C -1.340 1.001 1.867  -0.8816
H -2.585 2.148 -0.230  0.3250
H -3.017 0.412 -0.131  0.3163
H -1.943 0.994 -1.441  0.2608
H -0.602 0.027 0.235  0.2143
H -2.129 0.290 2.162  0.3164
H -0.433 0.786 2.457  0.2608
H -1.680 2.023 2.106  0.3249

Forces on atoms 1 to 2 (eV/Å):
-0.16 0.04 0.30
0.22 -0.57 -0.11

---

No. 2
Density functional theory data (ωB97M-V/def2-TZVPD) for a cluster of 2 separate species, C4H14N2 in total in a non-equilibrium geometry.

Its SMILES is CCN.CNC. As for the spin multiplicity: 1.

Each line ends with the Mulliken charge.
Element x y z (Å)
C -1.605 -2.561 -1.346  -1.0061
C -1.208 -1.325 -0.533  -0.3963
N -0.469 -1.593 0.773  -0.6111
H -0.688 -3.124 -1.529  0.2590
H -1.999 -2.061 -2.252  0.2913
H -2.289 -3.247 -0.879  0.3174
H -2.016 -0.634 -0.146  0.3644
H -0.632 -0.646 -1.106  0.2850
H -0.744 -1.082 1.524  0.2652
H 0.530 -1.495 0.508  0.2313
C 2.096 1.196 1.010  -0.8464
N 1.266 1.669 -0.053  -0.2930
C -0.074 2.235 0.139  -0.5916
H 1.807 0.196 1.343  0.2245
H 2.268 1.908 1.848  0.3214
H 3.160 1.125 0.655  0.2887
H 1.877 2.419 -0.333  0.2207
H -0.096 2.816 1.056  0.3391
H -0.363 2.798 -0.841  0.2847
H -0.820 1.406 0.164  0.0517

Forces on atoms 1 to 2 (eV/Å):
0.63 1.69 -0.01
-1.08 0.54 3.60

---

Energy above the lowest of the compared OMol25 structures with the same formula, charge and spin readings, ordered: 0.609; 1.577 eV
Total energy readings, ordered: -7354.5081; -7353.5399 eV
HOMO readings, ordered: -8.549; -8.964 eV